19
Properties=species:S:1:pos:R:3:mulliken_charge:R:1 method="wB97M-V/def2-TZVPD" e_homo_ev=-9.6 de_lowest_ev=2.0087 e_tot_ha=-476.60384 smiles="O=CNCCO.O.O" gap_ev=10.30
O -1.75983 -1.14448 0.80742 -0.667
C -1.11966 -0.25834 1.35265 0.121
N 0.13398 -0.07571 0.87503 0.062
C 0.99571 0.77481 1.51232 -0.504
C 1.86646 1.75935 0.57971 -0.478
O 1.15191 2.22976 -0.46390 -0.532
H -1.64022 0.58647 1.94108 0.268
H 0.38479 -0.80861 0.21215 0.208
H 1.83629 0.25185 2.02650 0.230
H 0.50022 1.34402 2.25934 0.404
H 2.84731 1.29258 0.27440 0.253
H 2.18117 2.62806 1.19441 0.322
H 1.02476 1.46923 -1.11993 0.328
O -1.95015 -1.61641 -1.81222 -0.761
H -1.69810 -1.50259 -0.86705 0.414
H -2.46794 -0.79653 -1.93355 0.326
O 0.66325 -1.23772 -1.85730 -0.671
H 1.05843 -2.06470 -2.09141 0.287
H -0.26110 -1.37399 -2.08122 0.389


46
Properties=species:S:1:pos:R:3:mulliken_charge:R:1 method="wB97M-V/def2-TZVPD" e_homo_ev="-14.9 / -14.9" e_tot_ha=-2044.02645 total_charge=+2 multiplicity=5 gap_ev="7.99 / 6.56" s2=6.037
Rh -0.56962 0.25702 -0.24133 0.412
O 3.24840 2.23456 -1.17394 -0.462
C 2.11921 1.80092 -0.64589 0.361
O 1.79473 0.64507 -0.61584 -0.241
C 1.25607 2.90446 -0.20408 0.243
C 1.56914 4.24904 -0.05405 -0.701
C 0.56710 5.15301 0.24364 -0.612
C -0.70634 4.64036 0.51074 -0.776
C -0.89251 3.29198 0.48209 0.989
N 0.06096 2.45315 0.07704 0.067
C -2.16829 2.56795 0.93350 0.705
O -3.17635 3.29435 1.46848 -0.468
O -2.31683 1.36523 0.92235 -0.381
H 3.84313 1.49900 -1.39417 0.423
H 2.57961 4.50812 -0.19149 0.578
H 0.81792 6.26060 0.35045 0.402
H -1.49402 5.27120 0.94844 0.185
H -3.11835 4.27492 1.53353 0.341
N -0.25564 -1.67387 -4.15813 0.091
C 0.19971 -0.68078 -3.35613 -0.351
N -0.51022 -0.63507 -2.25716 0.194
C -1.38071 -1.79881 -2.42831 0.101
N -1.21551 -2.39880 -3.60513 -0.628
C -2.30465 -2.10705 -1.37840 0.290
C -2.98784 -3.29594 -1.23979 -0.174
N -3.81095 -3.46061 -0.24164 -0.492
C -4.03064 -2.43623 0.58950 -0.392
C -3.23101 -1.29630 0.58794 -0.152
N -2.30782 -1.15161 -0.46011 0.119
H 0.22470 -1.97713 -5.04869 0.267
H 0.88525 -0.02988 -3.75658 0.554
H -2.74450 -4.14599 -1.88571 0.408
H -4.83929 -2.64317 1.29362 0.396
H -3.35922 -0.56562 1.43209 0.397
F 4.11665 -2.85956 3.86272 -0.206
C 3.33498 -2.56791 2.81072 0.233
C 3.12938 -3.39053 1.73923 0.417
F 3.92953 -4.41297 1.46072 -0.235
C 2.14651 -3.04465 0.83414 0.263
F 1.93310 -3.73791 -0.23394 -0.220
C 1.37878 -1.86356 0.99752 0.158
O 0.43090 -1.71642 0.17919 -0.120
C 1.62152 -0.93112 2.08312 0.250
F 0.95856 0.21084 2.11017 -0.170
C 2.54567 -1.34616 2.99534 0.188
F 2.72880 -0.71415 4.12427 -0.253